No. 1
DFT (the ωB97M-V functional and the def2-TZVPD basis) results for one molecule with the formula C2H4OS2 in a non-equilibrium geometry.

```
9
Properties=species:S:1:pos:R:3:forces:R:3
C -0.70384 -0.78713 0.23278 0.3094 -1.5775 -2.3828
H -1.26173 -0.89485 1.13231 0.2827 -0.4337 1.0306
H -0.81247 1.41804 0.57430 0.7275 -1.2030 -0.8217
H -1.19962 -1.34267 -0.55921 -0.9936 0.6098 0.0931
S 1.49358 0.39044 0.43301 -2.8096 -0.2338 1.1278
H -0.41797 1.03804 -1.17738 0.5505 -1.3095 1.8987
S 0.95269 -1.63946 -0.10126 -0.1682 0.6120 0.7367
O 2.26785 1.19903 -0.44680 1.9785 0.9703 -1.7157
C -0.31849 0.61855 -0.08775 0.1229 2.5656 0.0333
```
Forces are in eV/Å.

Values from the calculation:
highest occupied orbital energy: -8.8 eV
energy above the lowest of the compared OMol25 structures with the same formula, charge and spin: 156.1 kJ/mol

---

No. 2
DFT (the ωB97M-V functional and the def2-TZVPD basis) results for a 2-piece molecular cluster, C9H11O3 overall in a non-equilibrium geometry.

```
23
Properties=species:S:1:pos:R:3:forces:R:3
C 3.09019 0.94792 -3.07488 -1.8138 2.0370 0.3349
H 1.18899 -1.64969 2.26399 0.2214 -0.3423 -0.0800
C -1.01947 0.29043 0.55544 -0.2089 -2.6849 1.3694
H -2.83780 -0.59120 3.14352 -1.2893 -0.3713 1.4126
C -2.01374 -0.49474 2.52148 2.1921 0.4066 -1.1657
C -2.20193 0.22865 1.33566 3.5245 -1.3885 1.0816
C 0.18713 -0.45100 0.75772 0.6081 -0.1125 1.4158
C 0.28543 -1.14264 1.97604 0.3667 1.7232 -1.7701
H -0.48208 -2.92869 3.53209 0.1185 -1.1941 0.3813
O 0.96455 2.07356 -3.50804 0.0459 -1.4591 0.2671
H -1.70790 1.11938 -1.07068 -0.6895 0.2710 0.1351
C 1.43185 0.93412 -3.16941 2.8651 3.9004 -0.8963
C -0.76136 -1.08194 2.85686 -2.0582 -0.1435 1.2796
H 3.40039 1.93051 -2.65433 -0.2891 -0.4432 -0.2284
H 0.08013 -1.88819 4.81161 0.2167 0.4953 0.1021
H 3.59289 0.87685 -4.01737 0.1090 -0.3674 -0.7305
H 1.01165 -0.43333 -0.05380 -1.7645 0.0411 1.3983
O 0.91269 -0.10360 -2.86424 -1.5019 -2.3768 0.5193
H 3.38881 0.21168 -2.38923 0.5698 -1.3262 0.7291
H -3.13753 0.58702 1.02700 -0.9802 0.6490 -0.4441
O -0.96406 0.72920 -0.62888 0.4508 2.5283 -4.5489
C -0.68067 -2.01731 4.05535 -1.9922 0.0877 -0.2528
H -1.70758 -2.10862 4.53087 1.2991 0.0701 -0.3094
```
Forces are in eV/Å.

Values from the calculation:
highest occupied orbital energy: -3.7 eV
energy above the lowest of the compared OMol25 structures with the same formula, charge and spin: 246.5 kJ/mol
net charge: -1

---

No. 3
DFT (the ωB97M-V functional and the def2-TZVPD basis) results for a 5-piece molecular cluster, C4H15NO3 overall in a non-equilibrium geometry.

```
23
Properties=species:S:1:pos:R:3:forces:R:3
H -1.79770 -1.72129 2.75841 0.0193 0.4205 0.3754
C -0.71262 -1.85660 2.82675 -0.2568 -0.3388 -1.6341
H 1.66628 1.18560 1.63649 -0.2316 0.0656 -0.3592
C 0.03192 -0.62726 2.50814 0.1381 -0.1392 1.4479
H 0.94955 0.02254 -1.73117 -0.1645 0.2192 -0.8117
C -1.35496 1.14519 0.11344 0.0382 -0.4137 -0.2549
H -0.40264 0.81042 -0.28506 0.0508 0.1103 0.0270
H -1.19681 0.55142 -2.71719 0.1565 0.1007 0.2916
H -0.50920 -2.57243 2.02411 0.1480 -0.1993 0.3391
O -1.66637 1.40311 -2.90201 -0.0778 -0.2416 -0.2822
N 1.87217 0.28829 1.18404 0.1446 0.1503 0.8247
H -1.25938 1.41360 1.16915 -0.1599 0.1487 0.0247
H -0.48759 -2.30767 3.79386 0.1161 0.2904 0.1913
O 1.67726 0.71565 -1.54891 -0.2238 -0.3501 0.8196
H 2.16589 0.26594 -0.85146 0.5167 0.0496 -0.0782
H -1.68627 1.96888 -0.51178 -0.0249 0.1709 0.2210
H 1.29996 -1.64998 1.18100 -0.1097 0.0813 -0.1690
C 1.09992 -0.66541 1.60406 0.2180 -0.5519 -1.1275
H -0.32575 -1.40265 -2.97091 0.2664 -0.0861 0.0090
H -1.66033 1.44573 -3.86294 -0.0365 0.1498 0.0413
H -2.05423 0.32162 -0.03256 -0.0709 0.0415 0.1897
H -0.10337 0.21878 3.17916 -0.1553 0.3062 -0.4565
O -0.19107 -0.83352 -2.20855 -0.3008 0.0156 0.3712
```
Forces are in eV/Å.

Values from the calculation:
highest occupied orbital energy: -8.1 eV
energy above the lowest of the compared OMol25 structures with the same formula, charge and spin: 628.3 kJ/mol

---

No. 4
DFT (the ωB97M-V functional and the def2-TZVPD basis) results for a 3-piece molecular cluster, C14H23N7O2 overall in a non-equilibrium geometry.

```
46
Properties=species:S:1:pos:R:3:forces:R:3
H 3.45061 -1.71674 -2.77468 -0.6190 -0.6194 0.6564
N -0.71397 -3.83919 -2.76595 -3.1249 -1.8764 2.0571
C -1.32398 -2.96395 -1.86455 0.2746 2.4207 0.6741
H 0.15329 -0.03887 -3.13400 0.1474 -1.3584 0.1922
H 2.47171 -2.77197 0.03137 1.1472 0.3803 -0.4866
C -0.92289 7.00003 3.54536 -0.1701 0.0074 0.0485
H -0.22148 5.18508 2.98088 0.2554 0.2360 -0.0987
C 3.33371 -2.63686 -0.68894 -0.5683 -0.3177 -1.2910
H -1.05584 3.39298 3.12688 -0.2185 -0.1954 -0.0374
H -3.85681 -2.52969 0.66076 1.0544 0.2298 -1.0035
N -0.98836 3.31417 2.12807 -0.1312 0.5307 0.0103
H 4.45126 -4.35353 -0.28566 -0.1082 0.1172 -0.5375
C -2.44025 -3.30054 -0.94979 -0.2347 1.1878 0.5950
O -0.29855 2.21148 0.27349 0.0151 0.1527 0.0742
H 4.33249 -3.96096 -1.91856 0.0146 -0.1536 0.6142
C -0.79459 -1.54156 -1.82919 -1.0728 1.0400 0.8478
C -3.01800 -2.24534 -0.03491 1.6016 1.3381 -0.9859
C -2.44619 -5.43634 -1.77798 0.4642 1.5808 -0.0115
N 3.83452 -4.00734 -1.02451 0.0501 0.7717 0.2949
C 1.67147 -0.87261 -1.73931 -0.0241 -0.6668 -0.9052
N -3.02115 -4.56873 -0.89666 2.3626 -0.2557 -2.2891
C -1.32208 -5.05952 -2.69168 -0.0003 0.2680 0.2693
H -0.91925 0.53465 -0.94690 -0.6924 -1.4461 0.1016
H -2.95666 -0.10595 0.62114 0.4535 -0.8290 -0.6379
O -2.07925 6.64744 3.71110 0.0612 -0.0704 -0.0301
H -0.92833 -5.86205 -3.37991 -0.4632 0.9938 0.8377
C 2.68560 -2.06725 -2.02848 -0.5480 0.3341 1.2455
H 0.13108 1.38754 3.31146 -0.0378 0.0041 -0.0578
H -1.40240 4.02876 1.55203 -0.0990 -0.1256 0.0821
H 0.64343 0.57033 1.87350 -0.0764 0.0720 0.0516
H 2.11638 0.15188 -1.89539 -0.2779 -1.1427 0.1790
H 0.43578 8.58901 3.61904 -0.0498 -0.0487 -0.0050
H 2.05684 -2.91889 -2.43725 0.9777 0.9114 0.2930
H 1.00767 6.40514 2.99806 -0.0630 0.0095 -0.0019
N 0.17532 1.34636 2.31011 0.2676 -0.3772 0.0743
C 0.41838 -1.06884 -2.74040 -0.6807 0.7029 1.6471
H 4.14626 -1.96189 -0.29685 -0.9329 -0.4676 -0.1676
N 0.05076 6.14033 3.14141 0.1920 -0.3821 -0.0494
N -0.50927 8.27986 3.74979 -0.0819 0.4774 0.1318
C -0.36554 2.28498 1.48922 0.0778 -0.1312 -0.1383
H -1.20287 8.94325 4.04907 0.0840 -0.0803 -0.0424
H -2.85128 -6.47980 -1.84315 0.4364 1.1685 0.1632
C -1.35464 -0.50898 -0.93623 -0.6827 -3.0739 -0.7889
H 1.29522 -0.92917 -0.67787 0.4322 0.0923 -1.1236
H 0.63504 -1.78459 -3.57310 -0.2023 0.7352 0.8284
C -2.50316 -0.88214 -0.04085 0.7906 -2.1441 -1.2801
```
Forces are in eV/Å.

Values from the calculation:
highest occupied orbital energy: -8.1 eV
structure (SMILES): NCCCCc1cccc2nccnc12.NC(N)=O.NC(N)=O

---

No. 5
DFT (the ωB97M-V functional and the def2-TZVPD basis) results for a 2-piece molecular cluster, C15H23N3O4 overall in a non-equilibrium geometry.

```
45
Properties=species:S:1:pos:R:3:forces:R:3
C -1.31649 -3.32338 2.83277 -1.3981 -0.1654 -1.1473
C 0.25587 2.07656 -2.71924 0.2288 0.0212 0.3184
C 0.96305 -1.42449 -1.37337 -0.0109 0.3858 0.0711
H -1.00465 -4.79144 4.12810 -0.0309 0.1310 -0.1532
C 1.36136 1.22553 -0.57590 -0.0913 -0.4965 -0.2400
N -0.66890 -3.87753 3.86089 1.0927 -0.1170 1.1924
H -1.38442 3.51051 -2.75646 0.1011 -0.0568 0.1331
H 0.81318 -2.45134 -1.69418 0.0158 0.1173 0.0567
H 0.14683 -2.36408 5.07855 0.1427 -0.0045 0.0595
C -0.90068 -1.92049 2.35404 -0.6914 0.1531 -0.1387
H 0.75019 -3.99874 5.40136 -0.0974 0.0795 -0.1675
C -0.96075 2.76417 -2.07777 -0.0891 0.1888 -0.3342
H 1.55194 4.73693 -4.32533 -0.2767 -0.3333 -0.0870
C 1.62370 -1.14983 -0.17405 -0.1058 0.2684 -0.1234
H 2.33034 0.39168 1.15997 -0.0592 -0.0125 -0.0883
C 0.71766 0.96135 -1.79714 0.3375 -0.4032 -0.1000
C -3.00237 -0.82175 1.51543 -1.6595 0.8298 0.0509
O -2.23242 -3.93736 2.30182 0.1834 0.4288 -0.0823
N 0.87882 3.99382 -4.13296 0.5122 -0.3345 0.5493
H -1.73789 2.02579 -1.85489 0.1606 0.0842 0.0173
H 0.69854 3.44976 -4.97847 0.2676 0.2154 0.2628
C 2.74637 2.47730 -3.39488 -1.1017 -1.3702 -0.9509
N -1.77841 -1.31748 1.34283 2.0117 -1.1661 0.6158
H -1.43158 -1.26287 0.39707 0.0083 -0.0344 -0.0060
H -4.59931 -0.32485 2.83563 0.1680 -0.0286 -0.0933
H 1.29814 -3.13216 3.95460 0.0837 0.0536 0.1343
H -0.06443 1.63209 -3.66737 0.1249 -0.0604 0.0709
H 1.53376 3.71737 -2.14666 -0.0986 0.1752 -0.1465
H -0.68140 3.26382 -1.14544 -0.0197 -0.0755 -0.0479
O 3.84611 3.19259 -3.05752 -0.6937 -0.2450 0.0089
H -0.84623 -1.25819 3.21714 0.1229 0.0390 0.1403
H -3.00391 -0.37552 3.61245 0.0512 -0.0419 0.2744
H 1.52213 2.24866 -0.25061 -0.0182 -0.0434 -0.0475
H -3.83792 -1.89204 3.16685 0.0840 -0.0728 0.1739
H 0.10320 -1.99742 1.94280 0.0496 0.1418 -0.0859
C 0.44646 -3.30565 4.61481 -0.3314 0.0146 -0.3480
H 1.99136 -1.96690 0.43889 0.0179 0.0724 -0.0521
H 4.59135 2.66095 -3.37747 0.0815 0.0727 -0.0119
C 1.81673 0.17517 0.22825 -0.2255 -0.0651 -0.3842
C -3.65110 -0.85783 2.88532 0.2274 -0.1551 -0.2574
O 2.81039 1.42544 -4.01183 0.3385 1.2065 0.6843
O -3.59760 -0.31006 0.58003 0.0209 -0.0243 -0.2154
C 0.51396 -0.37443 -2.17815 0.2575 0.0908 0.4719
C 1.36878 3.10866 -3.04149 0.2423 0.4277 -0.0568
H 0.02022 -0.60230 -3.11839 0.0662 0.1090 0.0797
```
Forces are in eV/Å.

Values from the calculation:
highest occupied orbital energy: -9.2 eV
energy above the lowest of the compared OMol25 structures with the same formula, charge and spin: 71.8 kJ/mol
structure (SMILES): C[C@H](c1ccccc1)[C@H](N)C(=O)O.CNC(=O)CNC(C)=O